Record 1
Formula: C72H68BaClIN4O5PSb2
Source: the Open Molecules 2025 dataset
Level of theory: ωB97M-V/def2-TZVPD

```
155
C72H68BaClIN4O5PSb2 (ωB97M-V/def2-TZVPD)
Ba 0.84 -0.08 -1.18
O 1.70 -3.09 2.15
C 1.73 -2.31 1.09
O 1.15 -1.24 1.00
C 2.51 -2.83 -0.09
C 3.41 -3.86 -0.09
C 4.03 -4.17 -1.31
C 3.73 -3.45 -2.45
C 2.80 -2.42 -2.36
N 2.22 -2.13 -1.19
C 2.35 -1.54 -3.53
O 3.00 -1.57 -4.55
O 1.30 -0.83 -3.22
H 1.20 -2.61 2.84
H 3.63 -4.42 0.82
H 4.75 -4.98 -1.36
H 4.18 -3.66 -3.41
C 2.12 2.75 2.37
C 3.27 1.77 2.66
C 3.70 0.96 1.43
Sb 5.32 -0.45 1.71
C 6.71 1.03 2.34
C 6.73 2.29 1.74
C 7.68 3.24 2.12
C 8.63 2.92 3.09
C 8.62 1.66 3.68
C 7.67 0.72 3.30
C 4.75 -1.11 3.65
C 4.75 -0.27 4.78
C 4.29 -0.74 6.00
C 3.83 -2.05 6.13
C 3.84 -2.89 5.02
C 4.30 -2.42 3.80
Sb 0.33 1.79 1.65
C -0.03 0.55 3.37
C -0.73 -0.66 3.22
C -0.96 -1.48 4.33
C -0.50 -1.10 5.58
C 0.17 0.10 5.74
C 0.40 0.93 4.64
C -0.99 3.35 2.26
C -0.65 4.70 2.08
C -1.52 5.71 2.46
C -2.75 5.39 3.02
C -3.11 4.06 3.20
C -2.24 3.05 2.82
H 2.42 3.46 1.59
H 1.85 3.33 3.25
H 2.97 1.08 3.45
H 4.13 2.33 3.04
H 4.02 1.63 0.62
H 2.85 0.37 1.06
H 6.00 2.56 0.98
H 7.68 4.22 1.66
H 9.37 3.66 3.38
H 9.36 1.41 4.43
H 7.68 -0.26 3.78
H 5.11 0.75 4.70
H 4.30 -0.08 6.87
H 3.48 -2.41 7.09
H 3.50 -3.92 5.12
H 4.32 -3.10 2.94
H -1.09 -0.97 2.25
H -1.52 -2.40 4.20
H -0.68 -1.74 6.44
H 0.52 0.41 6.72
H 0.92 1.87 4.79
H 0.31 4.97 1.63
H -1.24 6.75 2.32
H -3.43 6.18 3.32
H -4.07 3.81 3.64
H -2.53 2.01 2.99
I 4.00 1.27 -2.41
C 3.98 1.86 -4.42
C 5.25 1.78 -4.92
C 5.53 2.09 -6.27
C 4.50 2.46 -7.07
C 3.18 2.56 -6.58
C 2.17 2.95 -7.50
C 0.88 3.08 -7.11
C 0.55 2.83 -5.76
C 1.47 2.44 -4.81
P 0.86 2.25 -3.07
C -0.96 2.13 -3.23
C -1.81 2.92 -2.47
C -3.18 2.69 -2.46
C -3.72 1.66 -3.22
C -2.88 0.85 -3.99
C -1.51 1.08 -3.98
C 1.10 3.96 -2.41
C 1.76 4.10 -1.19
C 1.99 5.35 -0.63
C 1.55 6.49 -1.30
C 0.90 6.36 -2.52
C 0.69 5.11 -3.08
C 2.85 2.27 -5.21
H 6.06 1.45 -4.28
H 6.54 2.02 -6.64
H 4.68 2.70 -8.11
H 2.47 3.14 -8.53
H 0.11 3.38 -7.81
H -0.48 2.97 -5.47
H -1.41 3.74 -1.87
H -3.84 3.32 -1.87
H -4.79 1.48 -3.23
H -3.29 0.05 -4.59
H -0.85 0.44 -4.57
H 2.12 3.21 -0.67
H 2.51 5.44 0.31
H 1.73 7.47 -0.88
H 0.56 7.25 -3.05
H 0.19 5.03 -4.04
C -6.98 -4.25 -0.79
C -5.98 -4.22 -1.95
C -6.67 -3.54 -3.16
C -5.68 -5.67 -2.34
C -4.65 -3.49 -1.58
O -3.78 -3.48 -2.74
C -3.87 -4.16 -0.40
C -3.91 -3.57 1.03
C -5.17 -3.84 1.82
C -5.52 -5.14 2.19
C -6.69 -5.40 2.89
C -7.51 -4.34 3.25
Cl -8.97 -4.65 4.13
C -7.17 -3.04 2.92
C -6.00 -2.80 2.22
C -4.95 -2.02 -1.35
N -3.76 -1.19 -1.05
C -2.52 -1.24 -1.52
N -1.79 -0.29 -0.96
C -2.69 0.34 -0.14
N -3.90 -0.17 -0.16
H -7.89 -4.75 -1.12
H -7.27 -3.24 -0.46
H -6.60 -4.79 0.08
H -7.41 -4.22 -3.58
H -5.95 -3.28 -3.94
H -7.20 -2.63 -2.86
H -6.62 -6.17 -2.59
H -5.22 -6.25 -1.54
H -5.05 -5.76 -3.24
H -3.66 -4.38 -3.04
H -2.82 -4.15 -0.72
H -4.14 -5.21 -0.35
H -3.74 -2.50 1.02
H -3.07 -4.01 1.56
H -4.88 -5.97 1.91
H -6.96 -6.41 3.17
H -7.82 -2.22 3.22
H -5.73 -1.77 1.96
H -5.60 -1.89 -0.49
H -5.43 -1.60 -2.22
H -2.20 -1.96 -2.26
H -2.45 1.20 0.47
```

Properties
* HOMO-LUMO gap: 0.26177 Ha
* energy above the lowest of the compared OMol25 structures with the same formula, charge and spin: 2.93 kJ/mol
* HOMO energy: -9.9 eV
* 2S+1: 1
* net charge: +1

Results of the Löwdin charge analysis, in e, for atoms 1 through 99: 1.648, 0.167, -0.449, -0.216, -0.198, 0.018, -0.004, 0.044, -0.180, -0.041, -0.669, 0.075, -0.469, 0.136, 0.124, 0.122, 0.134, -0.351, -0.345, -0.430, 1.464, -0.422, -0.137, -0.082, -0.083, -0.080, -0.140, -0.402, -0.135, -0.076, -0.083, -0.088, -0.162, 1.444, -0.369, -0.160, -0.091, -0.079, -0.072, -0.111, -0.387, -0.127, -0.081, -0.084, -0.082, -0.138, 0.031, 0.060, 0.072, 0.102, -0.006, -0.023, 0.087, 0.105, 0.105, 0.106, 0.098, 0.098, 0.107, 0.105, 0.106, 0.071, 0.082, 0.104, 0.107, 0.108, 0.101, 0.077, 0.105, 0.106, 0.106, 0.093, 1.099, -0.549, -0.184, -0.062, -0.028, -0.150, -0.027, -0.054, -0.094, -0.266, 0.904, -0.407, -0.082, -0.076, -0.084, -0.081, -0.118, -0.369, -0.140, -0.090, -0.070, -0.063, -0.077, -0.153, 0.073, 0.113, 0.119

Record 2
Formula: C72H88BN11OPS7Sc
Source: the Open Molecules 2025 dataset
Level of theory: ωB97M-V/def2-TZVPD

```
182
C72H88BN11OPS7Sc (ωB97M-V/def2-TZVPD)
Sc -1.57 -0.13 1.04
C 1.83 -3.43 3.38
C 2.50 -2.68 2.27
C 3.85 -2.53 2.24
C 4.46 -1.83 1.18
N 3.74 -1.32 0.23
N 2.40 -1.47 0.25
B 1.87 -0.93 -1.10
N 1.73 -2.08 -2.13
N 2.55 -3.07 -2.46
C 2.06 -3.93 -3.32
C 0.74 -3.78 -3.84
C -0.09 -2.77 -3.46
C -1.48 -2.57 -3.98
C 0.48 -1.90 -2.52
S 0.02 -0.48 -1.61
C 2.95 -5.08 -3.77
C 4.23 -5.13 -2.92
C 2.19 -6.40 -3.63
C 3.32 -4.84 -5.24
N 2.73 0.25 -1.55
N 3.48 0.03 -2.65
C 4.22 1.00 -3.09
C 4.24 2.26 -2.43
C 3.48 2.48 -1.33
C 3.47 3.79 -0.61
C 2.65 1.40 -0.86
S 1.65 1.52 0.50
C 5.08 0.73 -4.31
C 4.83 1.82 -5.36
C 4.77 -0.63 -4.92
C 6.55 0.77 -3.87
C 1.72 -2.12 1.20
S 0.02 -2.35 1.15
C 5.97 -1.63 1.03
C 6.26 -0.12 1.00
C 6.41 -2.26 -0.30
C 6.73 -2.28 2.18
H 2.56 -3.98 3.97
H 1.08 -4.12 3.00
H 1.31 -2.73 4.05
H 4.45 -2.94 3.04
H 0.39 -4.51 -4.57
H -1.76 -3.37 -4.66
H -1.54 -1.62 -4.53
H -2.19 -2.52 -3.16
H 4.00 -5.27 -1.87
H 4.81 -4.22 -3.02
H 4.84 -5.97 -3.26
H 1.83 -6.54 -2.60
H 2.86 -7.23 -3.86
H 1.34 -6.47 -4.31
H 3.87 -3.90 -5.35
H 2.44 -4.80 -5.88
H 3.96 -5.65 -5.60
H 4.87 3.05 -2.81
H 4.06 4.53 -1.15
H 3.87 3.67 0.40
H 2.45 4.16 -0.48
H 3.78 1.84 -5.67
H 5.44 1.63 -6.25
H 5.10 2.82 -5.00
H 3.73 -0.69 -5.24
H 4.95 -1.44 -4.20
H 5.42 -0.79 -5.79
H 6.83 1.75 -3.46
H 7.21 0.56 -4.71
H 6.74 0.02 -3.10
H 5.71 0.36 0.19
H 7.33 0.04 0.86
H 5.97 0.35 1.94
H 5.88 -1.80 -1.13
H 6.20 -3.33 -0.31
H 7.48 -2.12 -0.43
H 6.46 -1.85 3.15
H 7.80 -2.12 2.04
H 6.56 -3.36 2.22
O -2.79 1.29 1.66
S -3.07 2.70 2.20
C -4.67 3.04 1.55
C -5.01 4.36 1.29
C -6.26 4.63 0.77
C -7.14 3.59 0.49
C -6.78 2.27 0.74
C -5.53 1.98 1.27
C -3.40 2.46 3.92
C -3.63 1.19 4.43
C -3.80 1.06 5.80
C -3.71 2.16 6.64
C -3.48 3.43 6.10
C -3.32 3.58 4.74
H -4.30 5.16 1.48
H -6.55 5.66 0.56
H -8.12 3.81 0.08
H -7.46 1.46 0.52
H -5.23 0.96 1.45
H -3.69 0.33 3.77
H -3.99 0.07 6.22
H -3.83 2.05 7.71
H -3.42 4.29 6.75
H -3.12 4.56 4.32
N 0.69 0.79 8.09
C 0.99 1.62 9.15
C 1.25 1.36 10.50
C 1.50 2.46 11.29
C 1.50 3.77 10.77
C 1.24 4.01 9.44
C 0.98 2.91 8.62
N 0.69 2.86 7.27
C 0.52 1.60 7.00
C 0.18 1.11 5.66
C 0.20 2.00 4.59
C -0.17 1.55 3.35
N -0.55 0.29 3.10
C -0.55 -0.57 4.12
C -0.19 -0.21 5.40
H 0.64 -0.21 8.12
H 1.26 0.36 10.91
H 1.71 2.31 12.34
H 1.70 4.60 11.43
H 1.24 5.01 9.03
H 0.48 3.03 4.76
H -0.15 2.23 2.50
H -0.86 -1.58 3.89
H -0.24 -0.96 6.19
C -3.49 4.34 -4.98
C -4.68 3.41 -4.78
C -4.32 1.95 -4.49
C -3.55 1.72 -3.19
N -2.13 2.00 -3.38
C -1.27 2.27 -2.41
S -1.71 2.31 -0.76
N 0.02 2.49 -2.72
C 0.63 2.21 -4.01
C 0.56 3.36 -5.03
C 1.61 4.44 -4.80
C 1.43 5.25 -3.52
H -3.83 5.34 -5.25
H -2.85 3.99 -5.79
H -2.89 4.43 -4.07
H -5.30 3.43 -5.68
H -5.30 3.78 -3.97
H -3.76 1.53 -5.33
H -5.24 1.37 -4.42
H -3.67 0.69 -2.85
H -3.93 2.37 -2.40
H -1.80 2.05 -4.33
H 0.60 2.63 -1.91
H 0.18 1.30 -4.41
H 1.68 1.97 -3.81
H -0.44 3.81 -5.00
H 0.69 2.93 -6.02
H 1.58 5.12 -5.66
H 2.60 3.98 -4.81
H 0.42 5.65 -3.45
H 2.13 6.09 -3.49
H 1.61 4.65 -2.63
S -3.08 -1.93 2.42
P -3.90 -2.38 0.65
S -3.12 -1.20 -0.78
C -3.63 -4.11 0.25
C -4.44 -5.08 0.84
C -4.22 -6.42 0.58
C -3.19 -6.80 -0.28
C -2.39 -5.84 -0.87
C -2.60 -4.49 -0.60
C -5.69 -2.14 0.66
C -6.39 -2.33 -0.53
C -7.76 -2.14 -0.56
C -8.44 -1.76 0.59
C -7.74 -1.56 1.78
C -6.37 -1.76 1.81
H -5.25 -4.79 1.51
H -4.85 -7.18 1.03
H -3.03 -7.85 -0.49
H -1.58 -6.14 -1.53
H -1.97 -3.74 -1.05
H -5.87 -2.63 -1.43
H -8.31 -2.30 -1.48
H -9.51 -1.61 0.57
H -8.27 -1.27 2.68
H -5.82 -1.62 2.74
```

Properties
* HOMO-LUMO gap: 0.26952 Ha
* energy above the lowest of the compared OMol25 structures with the same formula, charge and spin: 0.00 kJ/mol
* HOMO energy: -11.8 eV
* 2S+1: 1
* net charge: +2

Results of the Löwdin charge analysis, in e, for atoms 1 through 99: 0.396, -0.048, -0.221, 0.085, -0.180, 0.194, 0.019, -0.838, 0.012, 0.226, -0.178, 0.092, -0.192, -0.011, -0.410, 0.917, -0.551, -0.054, -0.037, -0.026, -0.028, 0.198, -0.218, 0.057, -0.252, -0.058, -0.649, 0.736, -0.546, -0.038, -0.058, -0.025, -0.560, 0.667, -0.540, -0.030, -0.035, -0.054, 0.090, 0.073, 0.073, 0.122, 0.131, 0.094, 0.094, 0.042, 0.087, 0.074, 0.094, 0.093, 0.095, 0.079, 0.084, 0.086, 0.097, 0.130, 0.090, 0.090, 0.069, 0.082, 0.096, 0.079, 0.084, 0.071, 0.093, 0.086, 0.095, 0.084, 0.070, 0.093, 0.093, 0.066, 0.089, 0.093, 0.091, 0.095, 0.092, -0.725, 1.073, -0.375, -0.067, -0.057, -0.052, -0.044, -0.043, -0.372, -0.070, -0.052, -0.053, -0.051, -0.070, 0.117, 0.115, 0.114, 0.107, 0.103, 0.051, 0.116, 0.115

Question: The lowest HOMO-LUMO gap belongs to which entry?
Answer: C72H68BaClIN4O5PSb2